[1]
C6H7N | wB97M-V/def2-TZVPD

SMILES: C1=N[C@@]12CC21CC1
Lowest unoccupied orbital energy (eV): 1.14

Cartesian coordinates (Å):
C1 -1.134 0.677 0.447
C2 1.562 -0.153 -0.097
H1 -1.771 -0.022 1.042
H2 -1.116 1.705 0.916
N1 2.647 0.586 -0.699
H3 0.779 -2.126 -0.997
C3 -1.040 0.599 -1.014
C4 2.823 0.287 0.517
H4 3.557 0.393 1.258
C5 0.775 -1.342 -0.116
H5 0.780 -2.083 0.777
H6 -1.631 -0.049 -1.570
H7 -0.582 1.499 -1.417
C6 0.026 -0.018 -0.140


[2]
C6H7N3 | wB97M-V/def2-TZVPD

Lowest unoccupied orbital energy (spin up / spin down) (eV): -0.42 / -0.28

Cartesian coordinates (Å):
C1 -0.775 -0.155 1.093
C2 -0.558 -0.752 -1.537
C3 0.282 -1.022 0.671
N1 0.405 -1.311 -0.686
C4 1.144 -1.671 1.567
H1 -2.280 0.479 -1.733
H2 -2.337 1.229 0.340
H3 2.886 -0.365 0.772
C5 -1.536 0.096 -1.147
H4 -0.323 -1.174 -2.502
N2 2.210 0.392 0.849
C6 -1.560 0.512 0.196
N3 1.598 -2.320 2.409
H5 -0.730 0.060 2.223
H6 1.291 -1.606 -1.039
H7 2.319 0.793 1.768


[3]
C6H7N3O2 | wB97M-V/def2-TZVPD

Lowest unoccupied orbital energy (eV): 0.30

Cartesian coordinates (Å):
H1 0.568 -2.432 -0.005
H2 -1.399 -0.411 1.576
H3 -0.702 -1.865 -1.651
N1 2.509 1.273 0.419
O1 -2.667 1.844 -0.156
H4 -0.391 -1.532 1.280
N2 2.164 0.030 0.695
H5 -1.431 0.332 -2.017
O2 -2.156 0.237 1.346
C1 1.534 1.840 -0.240
N3 -0.954 -1.383 -0.752
C2 0.959 -0.322 0.223
H6 2.988 -0.426 1.087
C3 0.554 0.844 -0.413
H7 1.794 2.795 -0.708
C4 0.093 -1.534 0.248
C5 -2.140 0.769 0.043
C6 -1.322 -0.058 -0.977


[4]
C6H7N3O2 | wB97M-V/def2-TZVPD

Spin multiplicity: 3
⟨S²⟩: 2.010
Lowest unoccupied orbital energy (spin up / spin down) (eV): 0.23 / -2.94

Cartesian coordinates (Å):
H1 2.486 -0.496 1.261
H2 -3.963 1.457 0.526
H3 2.954 0.301 -0.094
C1 -2.541 -1.181 -0.490
H4 2.450 -1.322 -0.312
C2 -3.292 0.748 0.137
N1 -0.120 -2.312 0.089
O1 -0.755 -2.687 1.006
H5 0.610 1.053 -0.415
C3 -0.122 -0.875 -0.004
C4 -1.938 0.775 0.262
H6 -2.525 -2.255 -0.644
N2 -1.407 -0.475 -0.136
O2 0.549 -2.918 -0.736
N3 -3.597 -0.533 -0.255
C5 2.334 -0.424 0.193
H7 -1.245 1.625 0.623
C6 0.912 0.054 -0.094


[5]
C6H7N3O4 | wB97M-V/def2-TZVPD

SMILES: NC1=C([N+](=O)[O-])[C@]2(O)NC=C[C@@H]2O1
Lowest unoccupied orbital energy (eV): 0.43

Cartesian coordinates (Å):
O1 0.248 -0.600 1.710
H1 1.368 1.116 1.715
O2 -2.949 -0.621 -1.041
H2 -1.442 -2.206 2.258
C1 0.271 0.841 -0.188
H3 -2.825 -1.703 1.243
H4 0.499 0.536 -2.223
H5 -0.445 2.744 -0.748
C2 1.129 0.334 0.991
H6 2.705 -0.411 -1.826
C3 2.323 -0.344 0.268
O3 -1.588 0.743 -1.995
C4 2.168 -0.158 -1.041
N1 -1.800 -1.680 1.503
C5 -0.879 -0.782 1.108
N2 -1.909 0.079 -1.059
C6 -1.008 0.076 -0.017
H7 3.070 -0.788 0.871
N3 1.013 0.497 -1.394
O4 0.052 2.328 -0.138


[6]
C6H7N3S | wB97M-V/def2-TZVPD

SMILES: Cc1nc(N)c2sccn12
Lowest unoccupied orbital energy (eV): 0.78

Cartesian coordinates (Å):
S1 0.993 -2.139 -1.467
N1 0.067 -2.115 2.184
H1 0.906 -2.760 2.096
H2 -1.906 2.303 0.756
N2 -0.237 0.079 1.575
C1 -0.257 0.867 0.545
C2 0.135 -1.197 1.191
H3 -0.104 -1.619 3.040
C3 0.182 0.290 -2.011
H4 -0.420 2.894 1.391
H5 0.115 1.319 -2.556
C4 0.462 -1.313 -0.101
C5 -0.792 2.193 0.574
C6 0.573 -0.879 -2.587
H6 0.841 -0.991 -3.580
H7 -0.704 2.720 -0.425
N3 0.146 0.348 -0.624


[7]
C6H7N4 | wB97M-V/def2-TZVPD

Lowest unoccupied orbital energy (spin up / spin down) (eV): -5.56 / -5.56
Total charge: +1

Cartesian coordinates (Å):
N1 1.992 -1.680 -0.374
C1 -1.622 0.794 -0.341
H1 -0.854 -2.153 0.021
N2 2.771 0.398 -0.536
H2 1.976 -2.686 -0.445
H3 -2.636 0.435 -0.399
C2 -0.026 1.970 1.016
C3 3.007 -0.877 -0.723
H4 -2.012 1.802 1.392
H5 0.048 2.727 1.792
C4 -0.376 -1.197 -0.027
H6 3.945 -1.242 -1.105
C5 1.512 0.505 -0.085
C6 0.900 -0.844 -0.065
N3 -1.278 1.549 0.736
H7 -1.080 0.952 -1.259
N4 1.079 1.614 0.473


[8]
C6H7N4S2 | wB97M-V/def2-TZVPD

Lowest unoccupied orbital energy (spin up / spin down) (eV): -5.11 / -6.20
Total charge: +1

Cartesian coordinates (Å):
H1 -2.017 1.271 1.876
H2 -4.162 0.347 1.517
S1 2.586 -0.276 -1.217
C1 -3.376 -0.035 0.842
N1 -3.566 -0.786 -0.278
H3 -3.129 -1.507 -1.996
C2 4.041 1.084 0.833
N2 0.067 0.577 0.643
S2 3.293 -0.520 0.778
H4 4.449 0.994 1.944
C3 -0.148 -1.000 -1.605
H5 3.336 1.930 0.684
H6 -0.243 -1.625 -2.485
C4 -1.275 -0.609 -0.877
H7 4.848 1.156 0.246
C5 -2.634 -1.053 -1.084
N3 1.064 -0.657 -1.181
N4 -1.038 0.176 0.287
C6 -2.097 0.532 1.072


[9]
C6H7N6O2 | wB97M-V/def2-TZVPD

Lowest unoccupied orbital energy (eV): -5.97
Total charge: +1

Cartesian coordinates (Å):
H1 0.320 0.816 2.481
N1 -0.262 0.317 0.456
H2 0.137 -1.554 3.201
C1 -0.153 -2.217 -1.399
O1 0.901 -2.778 -1.462
N2 -3.165 -1.102 -0.285
N3 -0.320 -2.092 1.080
C2 0.471 2.089 -1.112
H3 0.308 1.610 -2.051
N4 -3.697 0.080 -0.190
C3 -1.644 0.403 0.112
C4 0.018 0.112 1.782
H4 -0.366 2.904 -0.829
N5 -2.770 1.077 0.024
H5 0.077 -2.960 1.137
H6 1.457 2.576 -1.322
C5 -0.142 -1.234 2.125
O2 0.731 1.220 -0.022
N6 -1.856 -0.908 -0.045
H7 -0.937 -2.151 -2.089
C6 -0.562 -1.456 -0.136


[10]
C6H7NO | wB97M-V/def2-TZVPD

SMILES: Oc1ccn2c1CC2
Lowest unoccupied orbital energy (eV): 0.53

Cartesian coordinates (Å):
C1 1.767 0.005 0.151
H1 1.974 0.017 1.252
C2 -1.493 1.242 -0.046
C3 -0.179 1.768 -0.144
H2 0.141 2.749 -0.124
H3 -2.275 2.026 0.271
C4 1.078 -1.351 -0.186
H4 2.632 0.318 -0.443
N1 0.515 0.663 -0.274
H5 0.989 -2.059 0.727
O1 -2.698 -0.932 -0.075
H6 1.519 -1.833 -1.101
H7 -2.250 -1.928 0.386
C5 -1.521 -0.186 -0.096
C6 -0.197 -0.501 -0.298


Table of ΔE to the lowest compared entry with this formula, charge and spin (eV), in record order: 5.734, 3.862, 3.549, 3.228, 4.911, 1.302, 2.361, 0.605, 0.822, 3.217
Table of maximum force (Eh/bohr), in record order: 0.1001, 0.0595, 0.0859, 0.1133, 0.1400, 0.1227, 0.0719, 0.0965, 0.0964, 0.1224
Table of calculated total energy (a.u.), in record order: -287.3765, -396.9504, -547.4540, -547.3010, -697.9184, -795.2037, -451.4876, -1247.7566, -711.3086, -362.6953